(1)
Density functional theory data (ωB97M-V/def2-TZVPD) for a 2-piece molecular cluster, C19H32BClF4N2O8S overall at a distorted geometry.

Cartesian coordinates (Å):
C: -0.6525 -4.2418 -3.3421
C: -1.1766 -3.3042 -4.4261
O: -0.6098 -2.0064 -4.2881
C: 0.6727 -1.9242 -4.6980
O: 0.9800 -2.1496 -5.8295
C: 1.7290 -1.5856 -3.6797
C: 1.5299 -0.2423 -2.9308
C: 0.1782 -0.1597 -2.1923
C: 0.1282 0.7614 -0.9452
C: -0.2180 2.1607 -1.4708
F: -1.3711 2.0748 -2.0714
F: 0.6994 2.5641 -2.3770
F: -0.1848 3.1177 -0.5002
C: 1.4309 0.9322 -0.1522
Cl: 2.7588 1.9082 -0.5280
N: 1.5225 0.2259 0.9287
B: 2.8510 0.3233 1.7209
O: 2.9238 1.2587 2.6905
C: 4.0615 -0.6259 1.4730
C: 5.3580 0.1069 1.9196
C: 0.3130 -0.5847 1.0872
O: 0.6604 -1.7507 0.2897
N: -0.0021 -1.1320 2.3640
C: -1.1545 -2.0217 2.4248
C: 0.2310 -0.3459 3.5528
C: -0.7729 0.6111 4.1440
O: 1.2705 -0.5065 4.1223
C: -0.7260 0.1686 0.2170
C: -1.5874 1.1077 1.0756
C: -2.7265 1.8510 0.3785
C: -3.7460 2.3035 1.4625
S: -3.1972 3.9044 2.0267
O: -1.8736 3.8024 2.5953
O: -3.2959 4.8526 0.9651
O: -4.1957 4.2910 3.2049
H: -0.6641 -3.7158 -2.3862
H: -1.2573 -5.1411 -3.2396
H: 0.3716 -4.5314 -3.5828
H: -2.2577 -3.2318 -4.3298
H: -0.9863 -3.7047 -5.4224
H: 1.8083 -2.3901 -2.9441
H: 2.6673 -1.4889 -4.2184
H: 1.5305 0.5283 -3.7016
H: 2.4084 -0.1407 -2.2923
H: -0.1079 -1.1763 -1.9385
H: -0.6157 0.1825 -2.9310
H: 2.0461 1.5996 2.9049
H: 3.9700 -1.5632 2.0204
H: 4.1655 -0.7901 0.3972
H: 6.2436 -0.3379 1.4764
H: 5.4044 0.1466 3.0046
H: 5.2984 1.1423 1.5806
H: -0.1245 -2.0850 -0.1542
H: -1.8891 -1.7154 3.1699
H: -1.6680 -2.1241 1.4708
H: -0.8210 -3.0225 2.7009
H: -1.7924 0.2790 3.9472
H: -0.6587 0.6754 5.2212
H: -0.6813 1.6126 3.7215
H: -1.4567 -0.4685 -0.2876
H: -2.0599 0.4552 1.8117
H: -0.9407 1.7792 1.6400
H: -3.2813 1.1947 -0.2891
H: -2.4013 2.7602 -0.1086
H: -3.7330 1.6738 2.3499
H: -4.7389 2.4620 1.0493
H: -3.6332 4.7446 3.8545
F: -1.9532 0.6459 -3.7065

Computed properties:
HOMO energy: -7.2 eV
Charge: 0
HOMO-LUMO gap: 0.208 hartree
Strongest force on any atom: 0.0781 Eh/bohr

In elementary charge units, the Löwdin charges are: -0.06, -0.21, -0.02, -0.50, 0.14, -0.08, -0.15, -0.10, -0.19, -0.60, 0.16, 0.13, 0.13, -0.46, 1.01, 0.19, -0.57, 0.20, -0.12, -0.09, -0.38, 0.04, -0.02, -0.01, -0.43, 0.02, 0.15, -0.11, -0.14, -0.17, -0.19, 0.59, -0.30, -0.25, -0.15, 0.06, 0.08, 0.08, 0.12, 0.12, 0.12, 0.12, 0.13, 0.08, 0.10, 0.07, 0.12, 0.12, 0.10, 0.08, 0.08, 0.07, 0.09, 0.09, 0.10, 0.10, 0.07, 0.10, 0.08, 0.17, 0.10, 0.10, 0.14, 0.09, 0.10, 0.12, 0.10, -0.62

***

(2)
Density functional theory data (ωB97M-V/def2-TZVPD) for C19H32ClFGaN6O3S as an isolated structure at a distorted geometry.

Cartesian coordinates (Å):
N: 2.0234 1.7899 -3.6042
C: 2.2844 2.4014 -4.6904
C: 1.6931 3.7405 -4.9546
Ga: -0.0609 4.0264 -4.0588
Cl: -1.2400 5.4021 -5.3382
N: 0.0386 4.8478 -2.3124
C: 1.1312 5.1655 -1.9235
O: 2.2041 5.4818 -1.5413
S: -1.4920 2.1559 -3.7716
O: -1.7965 1.5280 -5.0320
O: -2.6287 2.5843 -2.9907
F: -0.8425 1.0205 -2.8496
H: 2.5394 0.9171 -3.5265
H: 2.9783 1.9758 -5.4234
H: 2.3940 4.4800 -4.5536
H: 1.6164 3.9496 -6.0220
C: -3.0456 -1.1633 -1.9059
C: -3.3181 -2.6340 -1.6063
C: -2.7230 -3.0532 -0.2583
C: -1.2664 -3.0237 -0.2805
N: -0.1195 -3.0276 -0.3197
H: -1.9817 -0.9463 -1.9808
H: -3.5057 -0.8627 -2.8460
H: -3.4619 -0.5329 -1.1176
H: -2.9123 -3.2704 -2.3949
H: -4.3954 -2.8076 -1.5824
H: -3.0229 -4.0636 0.0145
H: -3.0819 -2.3979 0.5363
C: 3.1525 0.2299 1.6347
C: 2.5518 -0.8713 0.7780
C: 3.5180 -1.4734 -0.2426
C: 3.8940 -0.4654 -1.2283
N: 4.1016 0.3319 -2.0270
H: 3.4688 1.0766 1.0201
H: 2.4200 0.5885 2.3505
H: 4.0226 -0.1075 2.2036
H: 1.6910 -0.4788 0.2361
H: 2.1760 -1.6713 1.4157
H: 3.0192 -2.2960 -0.7532
H: 4.4172 -1.8760 0.2284
C: 0.1532 -4.7482 4.6655
C: 0.1731 -3.6972 3.5610
C: -1.1752 -2.9965 3.3816
C: -2.2149 -3.9092 2.9044
N: -2.9928 -4.6307 2.4638
H: -0.5386 -5.5589 4.4311
H: 1.1435 -5.1843 4.7972
H: -0.1488 -4.3099 5.6189
H: 0.4705 -4.1542 2.6159
H: 0.9158 -2.9321 3.7884
H: -1.0711 -2.1853 2.6583
H: -1.5031 -2.5468 4.3204
C: -2.1059 3.2148 2.4451
C: -0.6310 3.3278 2.0778
C: -0.1201 2.1148 1.2951
C: -0.1358 0.8900 2.0927
N: -0.1761 -0.0745 2.7155
H: -2.2844 2.3715 3.1147
H: -2.4461 4.1188 2.9501
H: -2.7197 3.0780 1.5536
H: -0.0327 3.4594 2.9815
H: -0.4736 4.2124 1.4605
H: 0.9036 2.2845 0.9550
H: -0.7230 1.9556 0.3989

Computed properties:
HOMO energy: -6.5 eV
Charge: -1
HOMO-LUMO gap: 0.328 hartree
Strongest force on any atom: 0.0278 Eh/bohr

In elementary charge units, the Löwdin charges are: 0.08, -0.33, -0.25, 0.05, 0.11, 0.06, -0.51, 0.07, 0.51, -0.38, -0.39, -0.27, 0.00, 0.10, 0.06, 0.05, -0.10, -0.25, -0.21, -0.23, 0.17, 0.06, 0.08, 0.08, 0.11, 0.11, 0.09, 0.11, -0.11, -0.28, -0.18, -0.21, 0.16, 0.08, 0.04, 0.07, 0.10, 0.09, 0.11, 0.12, -0.11, -0.26, -0.21, -0.23, 0.15, 0.07, 0.07, 0.07, 0.10, 0.10, 0.06, 0.12, -0.11, -0.25, -0.17, -0.22, 0.19, 0.07, 0.07, 0.08, 0.11, 0.11, 0.12, 0.13

***

(3)
Density functional theory data (ωB97M-V/def2-TZVPD) for C19H32FN6O2STi as an isolated structure.

Cartesian coordinates (Å):
Ti: -0.9375 0.4562 0.7573
C: 3.7450 0.8525 0.5906
C: 2.2571 0.9270 0.5234
N: 1.4729 -0.0855 0.3670
O: 2.0407 -1.3264 0.2841
C: 1.5074 2.2181 0.5720
C: 2.0790 3.5590 0.2950
N: 0.2934 1.9285 0.8108
O: -0.9048 2.4526 0.6375
H: 4.0704 0.2436 1.4408
H: 4.1835 1.8383 0.7191
H: 4.1597 0.4167 -0.3225
H: 2.9825 -1.2726 0.5201
H: 2.6940 3.5370 -0.6058
H: 2.7189 3.8727 1.1233
H: 1.2869 4.2944 0.1755
N: -5.2398 2.8189 -0.8682
C: -5.2999 2.1742 0.4890
C: -3.8991 1.8377 0.9795
N: -3.1364 0.9779 0.0414
C: -3.1124 1.6231 -1.2960
C: -4.4959 1.9449 -1.8398
H: -4.7863 3.7347 -0.8015
H: -6.1876 2.9970 -1.2119
H: -5.9191 1.2833 0.3804
H: -5.7963 2.8601 1.1734
H: -4.0059 1.3303 1.9348
H: -3.3163 2.7450 1.1495
H: -3.6273 0.0866 -0.0396
H: -2.6183 0.9619 -2.0062
H: -2.5131 2.5320 -1.2102
H: -5.1006 1.0482 -1.9777
H: -4.4285 2.4696 -2.7912
F: 3.3294 -1.4418 3.9996
C: 2.0950 -1.0896 3.6783
C: 1.2352 -2.0631 3.1845
C: -0.0342 -1.6834 2.8126
C: -0.4634 -0.3460 2.9564
C: -1.8155 0.0651 2.5647
C: 0.4386 0.6000 3.4874
C: 1.7192 0.2370 3.8462
H: 1.5735 -3.0881 3.1184
H: -0.7354 -2.4257 2.4505
H: -2.1574 0.9755 3.0525
H: -2.5661 -0.7223 2.5468
H: 0.1043 1.6174 3.6548
H: 2.4146 0.9383 4.2884
C: 0.7895 -1.1836 -2.9381
N: 0.5548 -2.3450 -2.1059
C: 1.3591 -3.5678 -2.2812
C: 0.7790 -4.5340 -1.2303
N: -0.2718 -3.7099 -0.6131
C: -0.3373 -2.5049 -1.1558
S: -1.5852 -1.3674 -0.7097
H: 0.7027 -1.4633 -3.9877
H: 1.7941 -0.7986 -2.7590
H: 0.0551 -0.4168 -2.7095
H: 2.4112 -3.3424 -2.1113
H: 1.2419 -3.9320 -3.3013
H: 1.5136 -4.8278 -0.4839
H: 0.3498 -5.4285 -1.6757
H: -0.9346 -4.0443 0.0656

Computed properties:
Energy above the lowest of the compared OMol25 structures with the same formula, charge and spin: 0.2 kcal/mol
HOMO energy: -17.1 eV
Charge: +3
HOMO-LUMO gap: 0.291 hartree
Strongest force on any atom: 0.0027 Eh/bohr

In elementary charge units, the Löwdin charges are: 0.85, 0.03, -0.23, 0.01, 0.00, -0.20, 0.04, -0.18, -0.13, 0.11, 0.10, 0.12, 0.11, 0.11, 0.11, 0.10, 0.08, -0.07, -0.16, -0.15, -0.18, -0.07, 0.20, 0.20, 0.15, 0.15, 0.12, 0.13, 0.09, 0.11, 0.13, 0.15, 0.15, 0.13, -0.25, 0.03, -0.02, -0.36, -0.14, -0.02, 0.04, 0.14, 0.13, 0.09, 0.10, 0.14, 0.14, -0.01, -0.13, -0.06, -0.07, 0.06, -0.69, 0.76, 0.11, 0.10, 0.06, 0.13, 0.14, 0.13, 0.14, 0.15

***

The highest HOMO energy belongs to which entry?
C19H32ClFGaN6O3S